Entry 1:
{
  "formula": "C17H17N7SSeZn",
  "method": "the ωB97M-V functional and the def2-TZVPD basis",
  "species": ["Zn", "N", "C", "S", "N", "N", "C", "C", "C", "C", "C", "C", "N", "H", "H", "H", "H", "H", "H", "H", "Se", "C", "C", "C", "N", "C", "C", "H", "H", "H", "H", "N", "C", "C", "C", "C", "C", "N", "H", "H", "H", "H", "H", "H"],
  "coordinates": [[-0.46883, 0.28463, -0.09101], [-1.75486, 3.37777, -2.89868], [-1.61040, 2.39642, -1.98841], [-0.37489, 1.22913, -2.28879], [-2.46557, 2.44137, -0.97600], [-2.26565, 1.45540, -0.08886], [-3.07062, 1.30752, 0.89126], [-2.80866, 0.20863, 1.81541], [-3.60686, 0.00056, 2.93572], [-3.31651, -1.05889, 3.77522], [-2.24117, -1.88075, 3.47360], [-1.49841, -1.60332, 2.33779], [-1.77290, -0.59097, 1.52474], [-1.07754, 3.47768, -3.63117], [-2.40463, 4.11875, -2.69956], [-3.92355, 1.96460, 1.04090], [-4.43599, 0.66480, 3.13490], [-3.91878, -1.23958, 4.65458], [-1.97539, -2.71714, 4.10212], [-0.64338, -2.20895, 2.06721], [1.06144, 1.38934, 1.47333], [2.35908, 1.97656, 0.20150], [2.82717, 3.28486, 0.22699], [3.77995, 3.67954, -0.69697], [4.29032, 2.88342, -1.63117], [3.83639, 1.63362, -1.65079], [2.89145, 1.13741, -0.77111], [2.44973, 3.99101, 0.95399], [4.15149, 4.69781, -0.68434], [4.25173, 0.98714, -2.41627], [2.56925, 0.10573, -0.85575], [1.71585, -1.95722, 1.06436], [1.16393, -2.42517, -0.08493], [1.54213, -3.67865, -0.60361], [0.92378, -4.15093, -1.72960], [-0.06334, -3.38201, -2.34909], [-0.36663, -2.16480, -1.79364], [0.22012, -1.68290, -0.68340], [2.55599, -2.40688, 1.38601], [1.62360, -0.96457, 1.27823], [2.31258, -4.24732, -0.10246], [1.20607, -5.11247, -2.13534], [-0.56927, -3.71331, -3.24218], [-1.09824, -1.50785, -2.24473]],
  "lowdin_charge": [0.28, 0.07, -0.85, 0.64, -0.01, -0.11, -0.08, -0.26, -0.01, -0.05, -0.05, -0.11, 0.05, 0.08, 0.10, 0.13, 0.12, 0.11, 0.11, 0.10, 0.66, -0.67, -0.13, -0.16, 0.05, -0.16, -0.15, 0.09, 0.10, 0.10, 0.08, 0.13, -0.39, -0.02, -0.06, -0.07, -0.15, 0.04, 0.11, -0.04, 0.11, 0.11, 0.10, 0.07],
  "e_tot_ha": -5620.358586,
  "max_force_ev_per_a": 0.2,
  "relative_energy_kcal_mol": 0.0
}

Entry 2:
{
  "formula": "C16H16Cl2N2O5",
  "method": "the ωB97M-V functional and the def2-TZVPD basis",
  "species": ["O", "O", "O", "Cl", "Cl", "O", "O", "C", "C", "C", "C", "C", "C", "C", "C", "C", "C", "C", "N", "N", "C", "C", "C", "C", "C", "H", "H", "H", "H", "H", "H", "H", "H", "H", "H", "H", "H", "H", "H", "H", "H"],
  "coordinates": [[0.85472, -1.47120, -4.36587], [2.39790, 1.40188, -1.85366], [-1.50059, 1.00061, -3.46174], [-0.18092, -2.90576, 6.84302], [-2.48469, 0.61187, 3.54559], [2.56773, -0.08184, -4.17242], [-2.72636, -0.82141, -2.86686], [1.44459, -0.58125, -3.74240], [1.44078, 0.69393, -1.65519], [-1.61240, -0.09276, -2.91641], [0.86745, 1.40063, 0.67924], [0.60214, 0.67764, -0.44756], [1.24895, -0.93405, 5.58683], [-1.16753, -1.01357, 5.22717], [1.32238, 0.15615, 4.67088], [-0.00257, -1.53473, 5.78907], [-1.06109, 0.04732, 4.33269], [0.19176, 0.67473, 4.05794], [0.00000, 1.31779, 1.77271], [0.89582, -0.17987, -2.54143], [3.01761, -0.45347, -5.46929], [-3.86333, -0.11133, -3.39643], [0.26505, 1.83164, 3.11188], [-0.55984, -0.27167, -0.65448], [-0.44211, -0.68920, -2.13133], [1.79118, 1.96359, 0.69652], [2.15140, -1.30985, 6.06283], [-2.13073, -1.44814, 5.44307], [2.27200, 0.67330, 4.46573], [-0.86790, 0.77835, 1.61900], [2.25698, -0.49018, -6.26164], [3.47968, -1.44001, -5.42638], [3.75452, 0.27180, -5.83325], [-3.98958, 0.83930, -2.85850], [-4.75204, -0.74029, -3.27727], [-3.74699, 0.09810, -4.45224], [1.25919, 2.32110, 3.19977], [-0.50177, 2.53919, 3.39670], [-1.52958, 0.22373, -0.48737], [-0.44045, -1.16266, 0.00738], [-0.52133, -1.78943, -2.23629]],
  "lowdin_charge": [0.08, 0.11, 0.12, 0.67, 0.75, 0.02, -0.01, -0.49, -0.41, -0.45, -0.02, -0.13, -0.07, -0.13, -0.02, -0.66, -0.59, -0.24, 0.00, 0.12, -0.04, -0.03, -0.17, -0.07, -0.13, 0.13, 0.11, 0.10, 0.12, 0.08, 0.10, 0.10, 0.10, 0.10, 0.10, 0.09, 0.14, 0.10, 0.13, 0.14, 0.16],
  "e_tot_ha": -2025.420595,
  "max_force_ev_per_a": 3.9,
  "relative_energy_kcal_mol": 18.3,
  "smiles": "COC(=O)[C@@H]1C/C(=C\\NCc2ccc(Cl)cc2Cl)C(=O)N1C(=O)OC"
}

Entry 3:
{
  "formula": "C5H12",
  "method": "the ωB97M-V functional and the def2-TZVPD basis",
  "species": ["C", "C", "C", "C", "C", "H", "H", "H", "H", "H", "H", "H", "H", "H", "H", "H", "H"],
  "coordinates": [[1.13827, -0.36892, -0.69731], [0.54860, -0.69483, 0.70007], [-0.87891, -0.12419, 0.97071], [-0.81798, 1.42388, 1.07884], [0.09395, -0.59130, -1.79929], [1.39497, 0.72109, -0.61428], [2.01856, -0.89776, -1.03946], [1.06056, -0.12938, 1.48731], [0.57777, -1.78874, 0.81045], [-1.25982, -0.58083, 1.88028], [-1.47812, -0.33377, 0.08143], [-0.92994, 1.76298, 2.11334], [0.26451, 1.66581, 1.00000], [-1.33669, 1.99631, 0.31627], [-0.82437, -0.02149, -1.72064], [0.61233, -0.38712, -2.74034], [-0.18366, -1.65172, -1.82737]],
  "lowdin_charge": [-0.26, -0.23, -0.26, -0.10, -0.12, 0.10, 0.10, 0.10, 0.11, 0.10, 0.07, 0.07, 0.06, 0.07, 0.06, 0.07, 0.08],
  "e_tot_ha": -197.674334,
  "max_force_ev_per_a": 2.5,
  "relative_energy_kcal_mol": 21.8,
  "smiles": "CCCCC"
}

Entry 4:
{
  "formula": "C8H12N3",
  "method": "the ωB97M-V functional and the def2-TZVPD basis",
  "species": ["C", "C", "C", "C", "C", "C", "C", "C", "N", "N", "N", "H", "H", "H", "H", "H", "H", "H", "H", "H", "H", "H", "H"],
  "coordinates": [[0.26349, 0.92830, -2.46911], [-1.16055, -1.70914, 0.14897], [-0.13259, -0.66144, 1.94757], [-1.06782, 0.65842, 0.27705], [0.22758, -1.35803, -0.29941], [0.85125, -0.64941, 0.82726], [0.28136, 0.21501, -0.23187], [1.06072, 0.98264, -1.27848], [-0.38794, 0.79276, -3.39639], [1.41355, 2.30129, -0.76816], [-1.35722, -0.59860, 1.11393], [-1.95692, -1.63183, -0.51959], [-0.97470, -2.62062, 0.49575], [-0.19396, -1.60659, 2.59347], [-0.11765, 0.28144, 2.60167], [-1.05615, 1.52301, 1.02483], [-1.67342, 0.83424, -0.55000], [0.72683, -1.91141, -1.04545], [1.87836, -0.81422, 1.01332], [1.89084, 0.33705, -1.39541], [2.24045, 2.26160, -0.21125], [1.52551, 3.03079, -1.47825], [-2.28101, -0.58525, 1.59954]],
  "lowdin_charge": [-0.17, -0.03, -0.05, 0.02, -0.07, -0.15, -0.27, -0.32, 0.21, 0.09, -0.04, 0.14, 0.11, 0.18, 0.17, 0.17, 0.12, 0.16, 0.16, 0.15, 0.08, 0.10, 0.23],
  "e_tot_ha": -475.984766,
  "total_charge": 1,
  "max_force_ev_per_a": 4.7,
  "relative_energy_kcal_mol": 60.1,
  "smiles": "N#C[C@@H](N)[C@@]12C[N@H+]3C[C@@H]1[C@@H]2C3"
}

Entry 5:
{
  "formula": "C31H50B2Br2N2O8S2",
  "method": "the ωB97M-V functional and the def2-TZVPD basis",
  "species": ["C", "C", "N", "C", "C", "C", "C", "O", "C", "C", "C", "C", "C", "O", "C", "C", "S", "C", "C", "C", "C", "C", "C", "O", "C", "C", "C", "C", "S", "O", "O", "O", "C", "C", "B", "O", "C", "C", "C", "N", "B", "C", "O", "H", "H", "H", "H", "H", "H", "H", "H", "H", "H", "H", "H", "H", "H", "H", "H", "H", "H", "H", "H", "H", "H", "H", "H", "H", "H", "H", "H", "H", "H", "H", "H", "H", "H", "H", "H", "H", "H", "H", "H", "H", "H", "H", "H", "H", "H", "Br", "C", "C", "Br", "H", "H", "H", "H"],
  "coordinates": [[2.80401, 1.19580, 4.76379], [1.58887, 1.12653, 5.67007], [0.40448, 0.56666, 4.99036], [0.13557, 1.06025, 3.66578], [-0.11593, 2.39589, 3.33369], [-0.06968, 3.46161, 4.39810], [-0.40654, 2.75575, 2.00539], [-0.66753, 4.08244, 1.72990], [-2.05548, 4.44415, 1.75620], [-2.43008, 5.32720, 2.93338], [-0.41546, 1.80548, 0.96932], [-0.13772, 0.48902, 1.32136], [0.12581, 0.11072, 2.63715], [0.40982, -1.20305, 2.89390], [-0.73920, -2.05762, 3.00304], [-1.10181, -2.34258, 4.44494], [-0.09402, -0.78847, 0.10194], [0.35729, 0.17195, -1.32533], [1.04179, -0.49437, -2.35417], [1.35200, -1.96421, -2.23193], [2.80355, -2.26603, -1.79490], [3.52920, -3.29685, -2.68564], [3.57524, -4.69600, -2.07920], [4.64529, -5.48198, -2.60282], [1.40461, 0.23012, -3.49417], [2.11854, -0.38873, -4.67198], [1.19506, -0.54485, -5.88249], [0.20234, -1.71204, -5.81011], [-1.38985, -1.28598, -5.12226], [-2.37648, -2.01015, -5.87021], [-1.56222, 0.13351, -5.06788], [-1.33539, -1.89931, -3.65753], [1.08403, 1.58383, -3.54727], [0.39923, 2.25911, -2.53169], [0.06561, 3.78597, -2.77523], [-0.28344, 4.65399, -1.75631], [0.09647, 4.39360, -4.23107], [-0.96893, 3.77325, -5.16663], [0.02779, 1.52587, -1.38602], [-0.69680, 2.23856, -0.37111], [-2.15177, 2.17815, -0.76626], [-2.96271, 0.85838, -1.05563], [-2.81669, 3.35365, -0.91202], [3.68957, 1.06011, 5.38458], [2.81864, 0.37986, 4.04725], [2.92947, 2.15971, 4.27691], [1.37644, 2.07976, 6.15327], [1.82188, 0.44391, 6.48764], [-0.40887, 0.77082, 5.56139], [0.93332, 3.51142, 4.81021], [-0.26359, 4.44036, 3.98840], [-0.79989, 3.26154, 5.18108], [-2.66137, 3.54201, 1.80714], [-2.29553, 4.97570, 0.84324], [-3.38971, 5.80332, 2.73797], [-2.55654, 4.76594, 3.85551], [-1.70215, 6.11626, 3.10745], [-0.42606, -3.00449, 2.56478], [-1.58731, -1.66786, 2.44093], [-1.54802, -1.48620, 4.94284], [-0.24859, -2.70353, 5.00714], [-1.85935, -3.12845, 4.40850], [0.64914, -2.47018, -1.58046], [1.19454, -2.41655, -3.20747], [2.74303, -2.72706, -0.80980], [3.39887, -1.36565, -1.67689], [3.01096, -3.38931, -3.64102], [4.53857, -2.94587, -2.90749], [3.65177, -4.67306, -0.99401], [2.65324, -5.20862, -2.36017], [5.11695, -4.94760, -3.24357], [2.60497, -1.32339, -4.41230], [2.91138, 0.30726, -4.94757], [1.81425, -0.75212, -6.75607], [0.65248, 0.37406, -6.08612], [-0.05123, -1.99447, -6.82665], [0.62603, -2.58964, -5.33082], [-2.16665, -1.66110, -3.21598], [1.37976, 2.13423, -4.43073], [0.25947, 4.50000, -0.97426], [-0.08306, 5.46609, -4.16584], [1.08334, 4.28161, -4.68255], [-1.92996, 3.66755, -4.67163], [-1.09903, 4.41936, -6.03261], [-0.63082, 2.81219, -5.54613], [-2.93464, 0.16839, -0.21426], [-2.53611, 0.38173, -1.93866], [-4.00751, 1.07681, -1.26215], [-2.20343, 4.05598, -1.17772], [-0.46913, -5.88840, 6.25783], [-2.32062, -6.47418, 6.21605], [-2.62991, -7.23322, 4.95486], [-2.81099, -6.03783, 3.43121], [-2.93565, -5.58763, 6.33066], [-2.44196, -7.11457, 7.08685], [-3.58864, -7.73983, 5.04046], [-1.86058, -7.95439, 4.70035]],
  "lowdin_charge": [-0.08, -0.27, 0.02, -0.16, -0.10, -0.01, -0.16, -0.06, -0.22, -0.07, -0.12, -0.32, -0.25, -0.09, -0.25, -0.08, 1.12, -0.33, -0.19, -0.18, -0.15, -0.19, -0.26, -0.07, -0.16, -0.12, -0.19, -0.20, 0.60, -0.28, -0.27, -0.15, 0.01, 0.00, -0.40, 0.13, -0.15, -0.09, -0.17, 0.10, -0.55, 0.03, 0.17, 0.07, 0.08, 0.07, 0.09, 0.11, 0.12, 0.07, 0.06, 0.09, 0.13, 0.11, 0.08, 0.07, 0.08, 0.12, 0.11, 0.07, 0.07, 0.04, 0.08, 0.08, 0.10, 0.12, 0.10, 0.11, 0.11, 0.12, 0.07, 0.10, 0.12, 0.12, 0.10, 0.10, 0.10, 0.10, 0.11, 0.11, 0.10, 0.10, 0.08, 0.07, 0.05, 0.06, 0.06, 0.07, 0.09, 0.62, -0.70, -0.70, 0.61, 0.05, 0.06, 0.06, 0.05],
  "e_tot_ha": -7916.885561,
  "max_force_ev_per_a": 1.4,
  "smiles": "CCNc1c(C)c(OCC)c2c(c1OCC)Sc1c(CCCCO)c(CCCS(=O)(=O)O)cc(B(O)CC)c1N2B(C)O.BrCCBr"
}

Entry 6:
{
  "formula": "C2H3BrF2O2",
  "method": "the ωB97M-V functional and the def2-TZVPD basis",
  "species": ["C", "C", "O", "O", "F", "F", "Br", "H", "H", "H"],
  "coordinates": [[0.32731, -0.38376, -0.21160], [-0.87677, 0.48193, -0.50759], [-0.00092, -1.53967, -0.88288], [-0.40693, 2.05978, 0.40159], [0.42658, -0.66403, 1.13386], [-2.04498, 0.15003, 0.00666], [-1.19443, 0.99555, -2.24650], [1.19381, -0.08495, -0.68057], [-0.94692, -1.78464, -0.89477], [-0.90750, 2.13339, 1.17286]],
  "lowdin_charge": [-0.41, -0.76, 0.01, -0.14, 0.07, 0.04, 0.94, 0.14, 0.12, -0.01],
  "e_tot_ha": -3002.145583,
  "max_force_ev_per_a": 6.5,
  "relative_energy_kcal_mol": 56.0
}

Entry 7:
{
  "formula": "C4H6N2O",
  "method": "the ωB97M-V functional and the def2-TZVPD basis",
  "species": ["C", "C", "C", "C", "N", "N", "O", "H", "H", "H", "H", "H", "H"],
  "coordinates": [[1.85505, -0.71975, 0.00786], [1.64321, 0.68043, 0.08839], [-0.27284, -0.53585, 0.09963], [-1.68321, -0.76709, 0.08814], [0.73302, -1.36512, -0.00168], [0.34700, 0.78820, 0.13672], [-0.36469, 2.01181, 0.24345], [2.72333, -1.26292, -0.14603], [2.11461, 1.55563, -0.24254], [-1.99280, -1.05409, -0.94892], [-2.01266, -1.53638, 0.72537], [-2.24881, 0.19531, 0.51169], [-0.84119, 2.00981, -0.56208]],
  "lowdin_charge": [-0.17, -0.06, -0.32, -0.04, 0.08, -0.11, 0.06, 0.07, 0.11, 0.10, 0.06, 0.13, 0.09],
  "e_tot_ha": -340.674208,
  "max_force_ev_per_a": 5.4,
  "relative_energy_kcal_mol": 75.7,
  "smiles": "Cc1nccn1O"
}

Entry 8:
{
  "formula": "CCl3F3Si",
  "method": "the ωB97M-V functional and the def2-TZVPD basis",
  "species": ["C", "F", "F", "F", "Si", "Cl", "Cl", "Cl"],
  "coordinates": [[-1.16162, 0.36200, -0.20320], [0.95622, -1.71798, -0.19662], [1.29217, 0.22187, 1.35716], [1.54703, 0.41446, -1.22386], [0.63301, -0.18425, -0.11010], [-1.92100, -1.25532, 1.32575], [-1.27001, 1.96026, 0.47151], [-2.05215, 0.04602, -1.61231]],
  "lowdin_charge": [-1.38, -0.05, -0.12, -0.03, 0.10, 0.16, 0.65, 0.67],
  "e_tot_ha": -2007.931051,
  "max_force_ev_per_a": 3.7,
  "relative_energy_kcal_mol": 31.1
}